1.
2 unconnected molecules or ions with the total composition C4H4O2 in a non-equilibrium geometry. Source: the OMol25 dataset; level of theory: wB97M-V/def2-TZVPD.

XYZ file:
```
10
Properties=species:S:1:pos:R:3:forces:R:3
C 1.300588 -1.994394 -1.122111 -0.097 -1.093 0.384
H 1.357610 -3.025566 -0.944301 -0.137 -1.119 1.042
C 0.992665 -1.095001 -0.264946 0.225 -0.184 0.556
O 0.768233 -0.338792 0.564124 -0.141 0.858 0.834
H -1.673117 1.189508 2.000911 -0.227 -0.257 -1.206
H -2.275632 0.826861 0.094654 1.540 0.978 1.851
C -0.640213 2.124723 0.577019 1.525 1.276 -0.928
H 1.498129 -1.821051 -2.098000 0.493 1.255 -2.843
O 0.240699 2.837899 0.298837 -0.564 -0.403 0.203
C -1.568959 1.295812 0.893813 -2.617 -1.311 0.108
```
Positions in Å, forces in eV/Å.

Properties
Gap between HOMO and LUMO in eV: 9.7
ΔE to the lowest compared entry with this formula, charge and spin in eV: 2.064
SMILES string: C=C=O.C=C=O

Atomic partial charges in e from the natural (NBO) method, atoms 1 to 4: number 1, C, carries -0.81; number 2, H, carries 0.26; number 3, C, carries 0.74; number 4, O, carries -0.45

---

2.
10 unconnected molecules or ions with the total composition C17H44BN8O17 in a non-equilibrium geometry. Source: the OMol25 dataset; level of theory: wB97M-V/def2-TZVPD.

XYZ file:
```
87
Properties=species:S:1:pos:R:3:forces:R:3
C 1.344630 15.950150 26.822730 -4.069 -1.557 -0.856
H 5.386180 9.303930 17.603210 0.234 0.105 0.005
H 3.993370 7.871090 19.455320 -0.190 -0.027 0.364
H 2.346640 9.474470 15.677690 0.220 0.383 0.469
H -1.453990 7.781950 19.954040 -0.231 -0.523 0.433
N 2.833660 10.357400 15.735610 0.074 -0.151 2.309
H 2.229270 16.210940 28.511450 0.665 0.624 -0.147
C -0.633220 11.447650 15.025580 0.588 0.406 0.486
H 0.052790 9.529240 19.158170 -0.015 0.085 -0.157
H 5.104110 11.643740 29.237260 -0.342 0.033 -0.119
H -2.212990 11.247380 28.939440 -0.536 -0.025 -0.311
H -0.326350 12.184370 15.768000 -0.518 0.739 -0.161
O 2.280530 13.304930 21.918390 0.131 -0.877 2.268
H 4.024010 6.102540 19.328960 0.150 -0.026 0.251
C 3.446740 11.981770 28.144750 -2.427 -0.139 -0.629
H 1.840300 12.994700 27.259690 0.152 -0.252 0.179
H 2.709490 10.518340 12.678170 0.305 0.141 0.361
O 2.740990 14.193440 23.948620 -0.729 -1.543 -0.487
H 5.386640 7.015740 20.113940 0.090 -0.173 -0.006
H 2.606200 13.771830 28.607360 -0.353 -0.134 -0.461
H 2.097240 17.121570 25.402380 -0.283 -0.419 -0.566
C 6.069140 8.463640 17.728010 -1.431 -0.711 0.329
H 3.961410 14.403590 26.059820 -0.006 -0.758 0.380
O -1.997750 11.465020 14.612720 0.105 -0.633 0.367
O 3.866120 9.252260 24.951360 0.057 -0.536 0.843
H 3.294940 10.013160 25.079350 -0.201 0.028 0.447
H 4.369530 15.020580 24.197490 0.319 0.212 -0.473
H 6.727430 5.999080 18.444540 -0.065 0.167 0.125
N 4.926250 14.371740 26.356760 -3.705 -2.700 3.698
O 0.859550 11.271850 18.222130 1.594 0.156 2.471
C 3.180310 10.971880 14.595330 0.913 1.729 2.573
O 3.654150 10.590960 18.657950 0.385 0.420 0.987
H 5.937300 15.910220 24.012640 -0.745 -0.062 -0.760
N 5.300180 15.286010 24.486510 -0.204 2.058 -3.630
H 0.949420 15.950600 24.807320 0.107 0.137 0.376
O -2.732710 9.377110 27.443600 0.025 -1.161 0.470
O 3.715090 12.044540 14.459640 0.564 1.567 0.321
O 0.409850 15.282920 27.261320 0.266 -0.633 0.071
N 4.305770 12.246730 29.098890 3.117 1.163 2.777
O 0.983140 11.910980 20.362110 -0.538 0.464 1.811
H 6.682560 8.317260 16.838970 0.253 0.266 0.291
O 3.193590 11.364300 20.768740 0.784 -0.205 1.185
C -0.867610 8.502180 20.524600 -1.046 0.429 -1.082
N 2.549330 12.983230 27.978880 -0.614 1.313 -0.218
H -1.223480 9.915920 25.518380 -0.016 0.027 0.205
H 2.987860 16.963000 27.023360 0.410 -0.222 1.227
H -0.640600 11.637240 28.510420 0.462 -0.132 -0.438
H 2.507390 9.299870 13.878060 0.005 0.225 -0.718
H 4.233320 10.172070 23.198900 0.420 0.132 -0.433
H 3.355950 8.697780 23.018840 -0.031 -0.446 -0.091
H 5.106220 8.645460 23.471260 -0.093 -0.073 -0.148
C -1.361850 9.703290 27.713230 -0.531 2.145 -1.673
H -0.391520 10.569650 15.624580 -0.569 -0.557 -0.536
N 2.282040 16.449400 27.531420 3.174 1.322 3.407
O 6.126680 6.079990 17.700120 -0.015 -1.010 -0.996
H -1.500740 9.389130 20.548270 -0.105 0.128 0.531
C -0.614380 9.581350 26.358110 0.531 -0.769 1.483
H 6.591460 8.582890 18.677260 0.609 0.334 -0.315
C -1.528810 11.160920 28.095320 0.749 0.312 0.932
B 1.980180 11.932180 21.448670 -0.126 0.665 -0.349
C 4.638490 7.002780 19.321330 -0.289 0.932 -0.983
H -1.856980 11.716640 27.216930 -0.174 0.082 0.232
N 1.460910 16.357050 25.577570 -0.166 0.835 -3.442
C 5.253120 7.165940 17.916550 0.348 0.556 1.425
N 2.877140 10.204620 13.623460 -1.819 -3.935 -5.448
H -0.382000 8.518250 26.295360 0.015 -0.175 -0.678
H -2.284640 12.278590 14.191530 0.582 0.166 0.145
H -2.706500 8.496800 27.061550 -0.337 -0.207 -0.143
H -0.670720 8.155260 21.538980 0.438 0.037 -0.224
H 4.369750 13.180190 29.479250 0.177 -0.300 -0.031
O 3.377430 10.913020 27.620400 0.140 -1.805 -1.449
C 2.006810 11.839480 23.784880 -0.737 -0.280 2.103
H 5.150320 13.979990 27.260330 -0.068 0.358 -0.245
O 2.041630 11.456320 24.972530 -0.177 1.084 -3.907
H 3.274160 10.599850 16.611560 -0.326 0.067 0.093
C 2.969020 11.086340 19.519060 -1.207 -0.588 -1.095
C 4.154350 9.161050 23.598530 -0.045 0.681 -0.486
O 1.500690 11.270670 22.707010 0.660 -1.467 -0.017
H 0.354440 10.080690 26.370210 -0.062 0.161 -0.029
C 2.390650 13.230240 23.284100 1.135 2.717 -1.211
C 1.490480 11.427340 19.286010 -1.560 -0.399 -3.842
O 0.262190 8.792480 19.736900 0.985 -0.159 0.428
H 0.082060 11.526590 14.206890 -0.127 -0.132 -0.250
O 6.768390 15.527440 26.071200 4.665 2.078 2.064
C 5.715460 15.152100 25.713440 -0.045 -1.110 -1.120
H -0.909940 9.121940 28.516900 -0.072 -0.241 -0.059
H 4.398970 7.144740 17.239740 0.342 -0.414 -0.507
```
Positions in Å, forces in eV/Å.

Properties
Net charge: -1
Gap between HOMO and LUMO in eV: 9.2
ΔE to the lowest compared entry with this formula, charge and spin in eV: 0.000

Atomic partial charges in e from the Löwdin method, atoms 1 to 4: number 1, C, carries -0.80; number 2, H, carries 0.05; number 3, H, carries 0.07; number 4, H, carries 0.10

---

3.
A single C2H4F2N2O molecule in a non-equilibrium geometry. Source: the OMol25 dataset; level of theory: wB97M-V/def2-TZVPD.

XYZ file:
```
11
Properties=species:S:1:pos:R:3:forces:R:3
H 2.464590 -0.732529 0.891126 -2.427 -0.819 -3.323
N 1.227734 0.300604 -0.267751 -3.229 -3.157 1.153
N -0.638565 1.702745 -0.390562 0.060 -3.735 0.637
F -2.367896 -0.343028 0.138624 1.162 -0.089 0.305
F -0.909737 -1.688572 -0.751733 0.108 -0.469 0.648
H -1.696882 1.860689 -0.206214 2.336 -1.193 -0.657
C -0.180860 0.409434 -0.264532 0.820 8.371 -0.840
O 1.871878 -0.921394 -0.011690 1.785 0.655 3.231
H 1.881046 0.935831 -0.541172 1.101 2.641 -1.200
C -1.031828 -0.672037 0.131631 -0.171 -1.516 2.621
H -0.619477 -0.851747 1.272277 -1.546 -0.690 -2.574
```
Positions in Å, forces in eV/Å.

Properties
Gap between HOMO and LUMO in eV: 9.4
ΔE to the lowest compared entry with this formula, charge and spin in eV: 2.858
SMILES string: [H]/N=C(/NO)C(F)F

Atomic partial charges in e from the natural (NBO) method, atoms 1 to 4: number 1, H, carries 0.46; number 2, N, carries -0.31; number 3, N, carries -0.70; number 4, F, carries -0.33

---

4.
2 unconnected molecules or ions with the total composition C2H8OS2 in a non-equilibrium geometry. Source: the OMol25 dataset; level of theory: wB97M-V/def2-TZVPD.

XYZ file:
```
13
Properties=species:S:1:pos:R:3:forces:R:3
H 3.172731 -0.726434 0.389888 0.174 0.290 -0.126
H 0.346901 0.759726 2.105648 -0.172 0.647 0.445
H -2.152333 -0.851869 0.132664 -0.076 -0.152 0.168
O -1.466663 0.336510 -1.400517 0.049 -0.076 -0.319
H -3.369574 0.166943 -0.625351 -0.183 0.116 0.058
H 2.349063 0.546002 -0.604981 0.273 0.085 0.010
H 2.545079 -1.093092 -1.234968 -0.060 -0.067 -0.065
H -2.806130 -1.279877 -1.436702 0.241 -0.074 -0.402
S 0.063576 1.254953 0.898943 1.395 -2.484 0.471
S 0.802252 -0.931322 0.409372 -0.632 2.151 0.122
C -2.491773 -0.445636 -0.819224 0.090 0.332 0.481
C 2.396638 -0.500724 -0.336572 -0.158 -0.370 0.211
H -0.806688 0.503826 -0.698012 -0.942 -0.398 -1.054
```
Positions in Å, forces in eV/Å.

Properties
Gap between HOMO and LUMO in eV: 8.1
ΔE to the lowest compared entry with this formula, charge and spin in eV: 1.867
SMILES string: CSS.CO

Atomic partial charges in e from the natural (NBO) method, atoms 1 to 4: number 1, H, carries 0.22; number 2, H, carries 0.16; number 3, H, carries 0.16; number 4, O, carries -0.75